1.
22
Properties=species:S:1:pos:R:3:forces:R:3:lowdin_spin:R:1 method="wB97M-V/def2-TZVPD" multiplicity=2 gap_ev="9.49 / 6.29" lumo_energy_ha="-0.3085 / -0.4262" de_lowest_ev=0.000 s2=0.755 charge=+2 homo_ev="-17.89 / -17.88"
H -0.6904 -1.7316 3.4818 -0.1 0.1 -0.1 0.000
H -0.6894 2.3673 -2.9995 0.1 0.0 0.2 0.005
H -0.7916 2.7527 -1.2481 0.0 -0.1 0.2 0.011
N -1.0909 0.3243 0.7423 0.3 -0.1 -0.7 0.013
C -1.2652 -1.1142 2.7906 -0.4 0.1 -0.1 0.000
H 1.2107 -2.3356 -1.3797 -0.2 0.0 -0.1 0.006
H 0.3546 3.6082 -2.2740 0.2 -0.1 0.0 0.002
H -2.1009 0.3194 0.9057 0.0 0.0 -0.1 0.000
H -2.0300 -1.7358 2.3079 0.1 0.0 0.1 0.000
H 1.4847 -1.2372 2.3649 -0.1 0.0 0.0 0.000
H 1.5045 -0.2268 0.8251 0.0 0.1 0.2 0.002
S 1.2082 1.4469 -1.8046 -1.0 -0.9 -0.5 0.475
H 2.4253 -1.0683 -1.6378 0.0 0.0 -0.1 0.000
S 0.1949 -0.3127 -2.1751 1.1 0.9 -0.2 0.391
H -0.8806 -0.0073 -0.2317 -0.5 0.1 1.0 0.011
H -1.7906 -0.3453 3.3676 0.1 0.0 0.0 0.000
C -0.3775 -0.5129 1.7558 0.5 -0.5 0.5 0.001
C -0.1295 2.6459 -2.1009 0.1 0.0 -0.4 0.041
C 0.9317 -0.6538 1.6436 -0.1 0.1 -0.4 0.001
H -0.7509 1.2867 0.7665 -0.2 0.1 0.3 0.001
C 1.5341 -1.5424 -2.0521 0.2 0.3 0.3 0.030
H 1.7389 -1.9274 -3.0484 -0.1 0.0 -0.1 0.010

2.
30
Properties=species:S:1:pos:R:3:forces:R:3:mulliken_charge:R:1 method="wB97M-V/def2-TZVPD" gap_ev=10.52 lumo_energy_ha=-0.0060 de_lowest_ev=5.991 smiles=O.O.O.O.O.O.O.O.O.O homo_ev=-10.68
H 4.5240 -0.3611 -0.8287 0.1 0.9 0.5 0.324
H 2.5987 0.1246 -1.7743 0.4 -0.1 0.6 0.390
H -0.6629 -2.3657 1.8545 6.3 3.2 -3.7 0.202
H -1.6270 -3.2644 1.4846 0.3 2.1 3.2 0.375
H 4.3203 1.0891 -0.1771 0.5 0.7 1.7 0.309
H -3.5804 2.3576 -0.5264 0.1 -1.5 -2.0 0.344
O 1.6766 3.0902 -0.6342 0.6 2.8 -0.4 -0.608
H 0.1779 2.4683 2.5913 -0.4 0.6 0.5 0.296
O -1.8342 -2.5642 -0.4520 0.1 -6.3 4.3 -0.471
H 1.4120 1.8141 2.9654 -1.3 2.6 1.7 0.309
H -1.4874 -1.9568 -0.9695 2.7 4.4 -3.8 0.280
H -1.2217 -2.8430 -3.0670 -0.7 0.6 0.1 0.318
O -1.2451 -0.0888 0.0702 -7.0 -0.9 -4.5 -0.520
H -2.7109 -2.3422 -0.3723 -3.1 0.8 0.5 0.272
O 4.1707 0.5430 -0.9130 -0.3 -1.7 -2.1 -0.667
H 1.4417 0.0148 2.6824 2.2 -0.6 -0.6 0.299
H -2.4788 -1.8962 -3.0065 -1.6 -0.3 -0.6 0.299
H -1.4087 0.7084 -0.4490 0.0 0.0 -0.2 0.342
O -1.3331 -2.6388 2.3186 -6.5 -5.2 0.6 -0.590
O 0.5630 0.0071 2.9652 -2.0 0.5 0.3 -0.563
O 1.6798 0.2130 -2.0108 -0.9 0.6 -0.8 -0.649
H -3.4222 0.8266 -0.5731 -0.3 1.8 -2.0 0.325
H 1.8151 2.2901 -1.0694 0.0 -3.0 -0.9 0.315
O -3.5023 1.6183 -1.2365 0.2 -0.4 4.1 -0.686
H -0.5209 0.0809 0.4823 7.3 1.6 4.6 0.205
H 1.1091 -0.3101 -1.4485 0.2 -0.2 0.1 0.282
O -1.5702 -1.9674 -2.8173 2.5 0.1 -0.7 -0.667
O 0.8120 2.5818 3.3178 1.7 -2.1 -1.9 -0.583
H 0.2471 -0.8845 2.9462 -0.2 -0.9 0.1 0.210
H 2.0578 3.6552 -1.3528 -0.6 0.0 1.2 0.307

3.
110
Properties=species:S:1:pos:R:3:forces:R:3:mulliken_charge:R:1 method="wB97M-V/def2-TZVPD" gap_ev=7.76 lumo_energy_ha=-0.0997 charge=+1 homo_ev=-10.48
C -6.1922 -4.3084 -4.7150 0.4 0.1 0.1 0.107
H -4.0547 -4.3521 -3.0579 0.1 0.1 0.0 0.307
H 3.9493 2.7699 3.7230 0.1 0.1 0.0 0.324
H 4.3091 6.7602 2.6035 0.0 -0.2 0.0 0.396
H -2.2003 -0.8384 -1.5523 1.3 1.5 -0.7 0.314
C -0.9556 0.9844 -0.7670 -1.7 -0.5 -0.7 0.114
H -6.2867 -1.2524 -1.7695 2.1 1.6 -0.6 0.373
H -3.4208 2.2146 -2.7985 -0.3 -2.1 -0.4 0.245
H 6.1745 5.0176 2.6965 0.1 0.0 0.2 0.357
H -3.7124 1.3219 -4.3812 0.5 -0.3 2.0 0.445
C 2.6315 2.5095 -3.2299 -0.9 0.5 -0.7 -0.975
C 1.1796 2.2404 -2.5825 -0.1 0.7 0.4 0.489
N 5.4380 -3.8587 1.7600 0.6 1.0 0.2 -0.613
H 4.4655 -0.6835 2.3504 0.2 0.1 -1.6 0.460
C -6.0273 -1.4011 2.4013 2.3 3.9 1.1 -0.735
H 5.7087 5.5219 4.3450 0.2 -0.1 0.0 0.360
C -1.4545 1.1091 1.9205 -1.0 0.4 0.8 -0.047
H -6.8222 2.1432 3.3958 1.3 -1.7 -0.4 0.327
H 6.3165 -1.9436 2.4694 -0.1 -1.0 -1.6 0.241
C -2.0640 0.0349 3.0042 -1.0 1.2 0.0 0.190
H 1.1740 -2.9742 2.3983 0.4 2.1 -0.2 0.467
H -3.8332 -3.4289 -6.6331 0.0 -0.1 -0.2 0.314
H 0.5117 1.2077 3.1060 -0.5 -0.2 -1.8 0.533
H -4.3932 -2.6728 -3.5313 0.2 -0.1 0.1 0.120
C -4.2732 -4.3575 -6.2598 0.1 0.1 0.3 -0.900
C 0.1293 1.3183 2.0319 -1.6 2.0 0.1 -1.457
H -2.9849 -3.5251 -4.2251 -0.1 -0.1 -0.1 0.384
H 5.8796 3.7936 3.9549 -0.1 0.1 0.0 0.310
C 2.3531 -1.0434 -4.0277 0.4 -0.1 0.1 -0.479
C -1.3866 -0.0959 -1.9347 0.5 -0.3 -0.5 -0.590
H -6.7456 -4.6684 -5.5976 0.1 0.0 -0.1 0.266
C 1.4776 -1.8503 2.4627 0.5 -0.3 0.9 0.500
C -4.4884 0.1523 -2.6577 -3.7 -2.2 2.8 -0.361
C 0.6123 0.9277 -0.3848 0.2 0.2 -3.2 -0.832
C -2.0170 0.8242 0.4313 0.4 -0.3 0.9 -0.890
H 3.1682 -0.2972 -0.4378 0.3 0.8 1.5 -0.361
N -4.8624 -4.1099 -4.9597 -0.8 -0.2 -0.1 0.174
C 3.0914 0.3914 -4.2581 0.6 -0.2 -4.6 0.645
H -1.9320 2.1225 2.2475 1.1 -1.8 -0.5 0.964
H 4.5654 -3.5576 2.2324 0.9 -0.8 -0.1 0.190
C 5.5667 4.7656 3.5691 0.0 0.2 -0.1 -0.945
H 2.5073 2.0538 1.4445 -0.8 -2.4 -0.1 -0.143
H -3.4935 -5.1170 -6.1577 0.0 0.0 -0.2 0.319
H 0.3329 2.4313 1.7470 -0.2 -2.0 0.5 0.490
C 2.3916 0.8842 1.4403 2.3 1.9 -0.3 -0.907
H 6.0413 -1.2843 -0.3511 -1.6 -1.0 1.0 0.328
O 3.4185 1.2613 -3.1653 -1.5 -0.8 -1.5 -0.265
C -6.1874 1.2079 3.1739 2.4 -3.2 -1.0 -0.565
C 4.7404 -0.4421 1.2621 0.3 0.3 -1.2 -1.078
C 6.1955 -2.5891 1.5031 -0.2 0.6 -0.4 -0.431
H 1.1999 -0.9587 -4.1528 2.0 0.2 0.4 0.022
H 0.3919 3.0257 -2.9314 1.6 -1.3 0.4 0.356
H -0.0241 -1.4127 4.2117 1.8 0.3 -0.6 0.238
H -0.4914 -0.7826 -2.2337 -1.4 1.3 0.7 0.149
C 3.5745 5.9546 2.6425 -0.3 -0.1 0.0 -0.926
C -3.4056 1.1535 -3.2684 -0.6 -0.2 -0.7 -0.416
H 2.6933 -1.7876 -4.8536 -0.4 1.6 1.4 0.356
H -6.5095 -2.3843 2.0598 0.8 1.8 0.6 0.317
C -4.4432 -1.3170 2.5253 -2.1 1.5 0.0 0.549
H -1.8782 -0.2470 -4.1108 0.0 1.4 1.4 0.375
H -3.0717 -2.6460 1.1863 -1.2 -0.2 1.3 0.005
H -8.0300 -0.1892 2.5868 2.3 0.3 0.3 0.313
H -5.0242 -4.7086 -6.9698 0.0 0.0 0.1 0.302
H 2.7355 6.2523 3.2764 0.0 0.1 -0.2 0.302
C 1.0965 -1.3673 3.9545 1.0 -0.5 1.1 -0.901
H -4.0727 2.2417 3.5924 -1.1 -1.7 -0.5 0.273
C -4.5976 1.2617 3.2888 -1.4 -2.8 -1.0 -0.275
H 7.2669 -2.7543 1.1018 -1.9 -0.1 0.6 0.368
H 3.1986 5.7507 1.6366 0.0 0.2 0.1 0.260
C -3.6526 -2.7029 2.1829 0.8 1.4 1.5 -0.741
N 4.1701 4.7464 3.1805 -0.6 -1.2 0.2 0.123
C -5.4204 -0.5459 -2.0658 4.0 2.7 -3.3 -0.343
Br -3.5160 2.1466 0.1006 0.8 -0.8 0.2 -0.113
H 4.4657 -2.3482 -0.0579 1.4 0.8 0.8 0.408
H 2.6394 -1.8596 2.3937 -1.9 0.1 0.0 -0.347
C -6.8781 -0.1213 2.7154 3.3 -0.1 0.2 -0.374
H 1.6082 -2.1222 4.6824 -0.9 1.3 -1.2 0.437
H 5.9772 -4.5279 2.3299 -0.6 0.7 -0.2 0.245
H -4.3096 -3.6344 2.2947 0.9 1.6 -0.5 0.447
O 0.0451 -1.8131 0.3097 0.4 2.5 2.1 -0.651
H 1.5660 -0.3380 4.2371 -1.1 -1.7 -0.6 0.207
C 5.3030 -1.7356 0.4300 1.2 1.4 1.3 -0.601
C -1.8956 0.5919 -3.2993 -0.7 -1.1 -0.4 -0.536
C -3.6958 0.0240 2.9513 -3.6 -1.0 -0.4 0.093
H -1.2129 2.0139 -1.2534 0.9 -1.7 1.1 1.104
H -2.5516 -0.2053 0.4738 1.0 1.8 -0.4 0.376
H 3.2119 3.3472 -2.7002 -0.8 -1.5 -0.7 0.325
C 1.2247 2.3105 -0.9380 0.1 0.3 -0.5 -0.667
C 3.5345 0.3291 0.4513 1.4 0.4 0.5 0.361
H 2.6092 -1.5277 -3.0195 -0.5 0.9 -1.3 0.152
H 1.0734 0.1032 -1.0717 -0.8 1.4 1.4 0.054
N 0.9592 0.5255 1.0151 0.7 0.0 1.7 1.082
H 2.5112 2.8146 -4.3398 0.3 -0.5 1.8 0.358
B 0.8410 -0.9970 1.2419 -1.8 -3.3 -0.5 0.004
H 4.0693 1.2499 -0.0257 -1.2 -1.6 0.6 0.405
H -1.7654 0.4274 4.0605 -0.3 -0.9 -1.8 0.575
H 5.6505 0.2850 1.3220 -1.7 -1.2 0.1 0.283
O 2.2194 3.5461 2.9967 0.1 0.2 0.0 -0.646
H 2.5867 0.6276 2.5606 -0.7 -0.1 -2.2 0.552
H 2.3232 2.5186 -0.7016 -1.6 -0.6 0.0 0.192
O -6.7476 -4.1193 -3.6474 0.4 0.0 -0.2 -0.561
C -4.0156 -3.6363 -3.8836 -0.3 0.0 0.2 -0.842
H 0.6045 3.2212 -0.5615 1.1 -1.7 -0.6 0.455
H -0.7428 -2.1859 0.7879 1.2 0.0 -0.6 0.241
C 3.4000 3.6295 3.3047 0.7 0.9 0.1 0.182
O 3.3702 0.6712 -5.4742 -1.2 -0.6 6.0 -0.548
H -1.6554 -1.0215 2.8223 -0.7 1.5 0.3 -0.634
H 0.8217 1.2166 -2.9573 0.5 1.5 0.6 -0.484
H -1.2271 1.4308 -3.7065 -0.9 -1.2 0.9 0.095
H -2.8351 -2.7888 3.0120 -1.4 -0.1 -1.4 0.188